Molecular formula: C4H13NOS
Method: DFT, wB97M-V/def2-TZVPD

Summary:
- ΔE to the lowest compared entry with this formula, charge and spin: 124.2 kJ/mol
- HOMO-LUMO gap: 9.9620 eV

Last column: Mulliken charge in e.
Positions of all 20 atoms, in Å:
1 C -1.162003 1.368479 -1.888536  -1.1244
2 N -0.439239 0.869997 -0.654501  -0.4254
3 C -0.801354 -0.515778 -0.275182  -0.5685
4 C -0.177430 -0.718868 1.078699  -0.5339
5 C 1.351463 -0.574881 1.253915  -0.8163
6 S 2.206700 -1.587841 -0.024829  -0.2258
7 H -1.038816 2.447203 -1.792786  0.3492
8 H -2.165756 1.026639 -2.099481  0.3173
9 H -0.503940 1.097771 -2.723458  0.4175
10 H 0.565337 0.843380 -0.833990  0.2907
11 H -0.409028 -1.335586 -1.001106  0.2804
12 H -1.836349 -0.610222 -0.203898  0.4702
13 H -0.398611 -1.762460 1.365972  0.3783
14 H -0.599998 -0.010070 1.787743  0.2631
15 H 1.759927 -0.816173 2.209085  0.4331
16 H 1.603757 0.482948 0.987703  0.3697
17 H 3.400999 -0.973640 0.065122  0.1165
18 O -2.801089 2.277587 0.567269  -0.7009
19 H -3.393567 1.753458 1.219357  0.3231
20 H -2.071832 1.597823 0.446985  0.3861

Atoms 1-2, force components in eV/Å:
C 3.051 0.310 0.235
N -1.688 -1.085 -0.670